Entry 1:
14
Properties=species:S:1:pos:R:3 method="wB97M-V/def2-TZVPD" energy_ev=-8159.911 smiles="CNC/N=N/N" e_homo_ev=-7.926 gap_ev=9.20
C 0.74 1.58 -0.97
N -0.17 0.47 -0.89
C 0.44 -0.84 -0.79
N -0.02 -1.38 0.47
N -0.99 -0.73 0.94
N -0.95 -0.63 2.29
H 1.35 1.58 -0.06
H 0.17 2.50 -1.09
H 1.39 1.50 -1.85
H -1.28 0.10 -1.15
H 0.03 -1.51 -1.56
H 1.54 -0.90 -0.82
H -0.42 -1.36 2.77
H -1.82 -0.39 2.73

---

Entry 2:
14
Properties=species:S:1:pos:R:3 method="wB97M-V/def2-TZVPD" energy_ev=-8161.086 e_homo_ev=-9.211 gap_ev=10.36
H -0.23 -1.08 -0.19
N -0.88 -1.07 0.57
C -1.85 -0.30 0.71
C -2.25 0.70 -0.32
H -2.48 -0.71 1.46
H -3.20 0.36 -0.70
H -1.50 0.73 -1.13
H -2.35 1.77 0.20
H 2.73 0.79 -2.01
N 2.99 0.54 -1.07
N 1.98 0.07 -0.41
N 2.31 -0.44 0.78
H 3.30 -0.70 0.87
H 1.42 -0.64 1.24

---

Entry 3:
15
Properties=species:S:1:pos:R:3 method="wB97M-V/def2-TZVPD" energy_ev=-10189.597 e_homo_ev="-18.636 / -18.514" gap_ev="8.44 / 7.85" total_charge=+2
C 0.12 0.68 -0.92
C -0.37 -0.41 -0.11
N -0.53 1.82 -0.96
N -1.10 -1.42 -0.30
N 1.30 0.51 -1.48
N 0.77 -0.97 1.89
O -0.02 -1.78 2.45
H -1.44 1.96 -0.54
H -0.14 2.63 -1.43
H -1.59 -1.66 -1.17
H -1.21 -2.10 0.46
H 1.81 -0.36 -1.43
H 1.76 1.26 -1.99
H 0.90 -0.06 2.36
H -0.47 -1.53 3.30

---

Entry 4:
15
Properties=species:S:1:pos:R:3 method="wB97M-V/def2-TZVPD" energy_ev=-10190.618 e_homo_ev=-19.139 gap_ev=11.19 total_charge=+2
C 1.63 0.74 -0.40
C -3.09 -0.14 0.15
N -2.01 0.30 0.02
N 0.84 -0.31 -0.26
N 2.95 0.82 -0.40
N -4.31 -0.39 0.34
O 1.55 -1.53 -0.13
H 1.04 1.72 -0.45
H 2.23 -1.73 -0.93
H -1.04 -0.02 -0.10
H 3.31 1.75 -0.56
H 3.47 0.00 -0.58
H -4.58 -0.89 1.24
H -4.95 -0.56 -0.33
H 2.14 -1.45 0.70

---

Entry 5:
16
Properties=species:S:1:pos:R:3 method="wB97M-V/def2-TZVPD" energy_ev=-12254.701 e_homo_ev="-9.373 / -9.373" gap_ev="10.02 / 10.02"
C -1.15 1.60 -0.31
C -0.49 0.39 0.33
O -0.16 0.71 1.69
O -1.18 -0.78 0.18
H -0.47 0.00 2.26
H -2.04 1.83 0.27
H -1.44 1.37 -1.33
H -0.47 2.45 -0.29
N 1.00 -2.03 0.81
N 1.05 0.37 -1.58
N 0.44 -1.46 -0.22
N 0.81 -0.04 -0.28
H 0.80 -3.02 0.88
H 1.01 -1.48 1.68
H 0.33 0.03 -2.23
H 1.97 0.06 -1.86

---

Entry 6:
15
Properties=species:S:1:pos:R:3 method="wB97M-V/def2-TZVPD" energy_ev=-9643.514 e_homo_ev=-14.316 gap_ev=10.22 total_charge=+1
C 2.76 -0.47 0.10
C -1.49 -0.58 -0.19
N 1.45 -1.10 0.08
N 2.04 0.80 0.14
N -2.72 -0.16 0.30
N -0.31 0.42 0.01
N 0.94 0.06 0.02
H 3.35 -0.68 1.00
H 3.35 -0.66 -0.80
H -1.14 -1.48 0.32
H -1.54 -0.75 -1.27
H -2.79 -0.07 1.30
H 2.24 1.72 -0.23
H -3.17 0.59 -0.20
H -0.49 1.41 -0.17

---

Entry 7:
16
Properties=species:S:1:pos:R:3 method="wB97M-V/def2-TZVPD" energy_ev=-11122.635 e_homo_ev=-17.933 gap_ev=10.60 total_charge=+2
C 0.23 -1.91 0.24
C -0.97 1.62 0.69
N -0.86 -2.37 0.24
N -1.34 1.81 -0.42
N 1.23 -1.19 0.09
N -0.60 1.78 1.90
N -1.73 1.66 -1.63
N 2.49 -1.43 -0.53
H -1.77 -2.56 0.74
H -1.38 2.14 2.42
H 0.32 1.48 2.26
H -2.32 0.84 -1.84
H -1.94 2.57 -2.00
H 2.48 -1.12 -1.63
H 2.84 -2.34 -0.47
H 3.34 -0.98 -0.06

---

Entry 8:
12
Properties=species:S:1:pos:R:3 method="wB97M-V/def2-TZVPD" energy_ev=-5730.158 e_homo_ev="-13.743 / -12.681" gap_ev="9.97 / 8.04" total_charge=+1
C 1.10 -0.73 -0.11
C -1.58 -0.51 0.25
N 1.19 0.69 0.23
O -1.46 0.84 -0.07
H 0.80 -1.05 -1.11
H 1.47 -1.57 0.38
H -1.76 -1.29 -0.50
H -1.31 -0.86 1.25
H 1.72 0.97 1.01
H 0.15 1.15 0.19
H 1.49 1.20 -0.60
H -1.81 1.18 -0.91